Model P:
# C4H5N3S

A single C4H5N3S molecule (ωB97M-V/def2-TZVPD, the OMol25 dataset).

```
13
Properties=species:S:1:pos:R:3:nbo_charge:R:1
S -1.73 0.72 -0.75 -0.2709
N 1.64 -1.14 0.30 -0.4214
N -0.01 1.84 1.66 -0.7306
N -0.01 -1.33 -1.21 -0.5683
C 1.18 -1.83 -0.70 0.2000
C 0.84 0.84 1.45 0.1744
C 0.70 -0.11 0.46 -0.1245
C -0.36 -0.21 -0.49 0.0637
H 0.15 2.51 2.41 0.4030
H 1.71 0.75 2.09 0.2167
H -0.55 -1.70 -2.00 0.4299
H 1.63 -2.71 -1.12 0.1978
H -0.81 1.91 1.08 0.4303
```

Values from the calculation:
SMILES string = N/C=C1/N=CNC1=S
Orbital gap = 0.287 Eh

Model Q:
# C4H5N3S

A single C4H5N3S molecule (ωB97M-V/def2-TZVPD, the OMol25 dataset).

```
13
Properties=species:S:1:pos:R:3:nbo_charge:R:1
S 1.53 -1.50 -0.53 0.4064
N -0.03 -1.45 0.20 -0.7823
N 1.43 1.02 0.46 -0.4482
N -2.18 -1.08 0.22 -0.6751
C -1.03 -0.63 -0.05 0.3678
C 2.13 -0.04 0.39 -0.0113
C -0.92 0.82 -0.44 -0.2690
C 0.35 1.47 -0.40 -0.0181
H 0.46 2.66 -0.55 0.2294
H -1.80 1.31 -0.88 0.2279
H -2.79 -0.33 -0.09 0.3251
H 3.24 -0.06 0.66 0.2077
H -0.38 -2.18 1.02 0.4396
```

Values from the calculation:
SMILES string = [H]/N=C1\C=CN=CSN1
Orbital gap = 0.311 Eh

Model R:
# C4H5N3S

A single C4H5N3S molecule (ωB97M-V/def2-TZVPD, the OMol25 dataset).

```
13
Properties=species:S:1:pos:R:3:nbo_charge:R:1
S -2.62 1.20 0.50 0.1030
N -1.88 -0.26 0.15 -0.6686
N 0.72 0.57 0.59 -0.5649
N 2.63 -0.39 0.03 -0.4989
C 0.41 -0.35 -0.47 -0.0625
C 2.10 0.48 0.80 0.2009
C 1.58 -0.89 -0.83 0.2697
C -0.98 -0.38 -0.95 -0.2803
H -0.07 0.95 1.16 0.4309
H -1.96 -0.95 0.80 0.3917
H 2.57 1.01 1.62 0.2032
H -1.31 -1.32 -1.52 0.2313
H -1.20 0.34 -1.87 0.2446
```

Values from the calculation:
Orbital gap (alpha / beta) = 0.291 / 0.283 Eh

From most stable to least stable, the computed energies give model P, model Q, model R.

Model P:
# C6H14N2O2

2 unconnected molecules or ions with the total composition C6H14N2O2 (ωB97M-V/def2-TZVPD, the OMol25 dataset).

```
24
Properties=species:S:1:pos:R:3:nbo_charge:R:1
O 0.42 -2.51 -2.55 -0.6006
O -0.49 1.37 -0.43 -0.6255
N 0.51 -1.83 -0.36 -0.6533
N -0.37 1.77 1.76 -0.6242
C -0.07 -1.81 -1.65 0.6807
C -1.52 -1.29 -1.69 -0.7368
C 1.79 -2.52 -0.33 -0.4298
C -0.03 2.04 0.44 0.6792
C -1.38 0.74 2.02 -0.4480
C 0.97 3.08 0.18 -0.7273
H 0.48 -0.94 0.12 0.3931
H -2.02 0.49 1.06 0.2437
H -2.06 0.92 2.88 0.2145
H -0.05 2.32 2.46 0.3886
H 0.99 3.55 -0.74 0.2457
H -1.74 -0.20 -1.57 0.2629
H 1.95 2.72 0.28 0.2390
H 0.97 3.98 0.76 0.2247
H -0.83 -0.23 2.18 0.1936
H 2.25 -2.55 0.69 0.2003
H 1.64 -3.62 -0.60 0.2187
H -2.11 -2.01 -1.00 0.2352
H -1.87 -1.42 -2.76 0.2321
H 2.57 -2.05 -1.15 0.1934
```

Values from the calculation:
SMILES string = CNC(C)=O.CNC(C)=O
Orbital gap = 0.366 Eh

Model Q:
# C6H14N2O2

2 unconnected molecules or ions with the total composition C6H14N2O2 (ωB97M-V/def2-TZVPD, the OMol25 dataset).

```
24
Properties=species:S:1:pos:R:3:nbo_charge:R:1
O 0.27 2.36 -2.78 -0.6394
O 0.74 -1.06 -0.13 -0.6204
N -0.29 -1.49 1.88 -0.6504
N -0.06 1.56 -0.57 -0.6368
C -1.49 -1.99 -0.22 -0.7345
C -0.91 2.63 0.13 -0.4473
C 0.39 1.55 -1.84 0.6466
C 1.35 0.47 -2.19 -0.6872
C -0.26 -1.43 0.48 0.6619
C 1.14 -1.25 2.46 -0.4234
H -1.37 -2.57 -1.10 0.2494
H 1.15 -0.15 2.63 0.2018
H 2.15 0.85 -2.93 0.2281
H -2.26 -1.19 -0.63 0.2445
H 0.79 -0.41 -2.71 0.2294
H 1.26 -1.81 3.41 0.2019
H -1.96 2.42 0.29 0.2044
H -0.77 3.42 -0.52 0.2267
H 1.81 -1.57 1.67 0.2366
H -0.14 0.71 0.16 0.4248
H -2.27 -2.61 0.36 0.2269
H 2.00 0.17 -1.35 0.2291
H -0.95 -1.75 2.61 0.4196
H -0.32 3.12 0.91 0.2076
```

Values from the calculation:
SMILES string = CNC(C)=O.CNC(C)=O
Orbital gap = 0.342 Eh

From most stable to least stable, the computed energies give model P, model Q.

Model P:
# C5H13NS

2 unconnected molecules or ions with the total composition C5H13NS (ωB97M-V/def2-TZVPD, the OMol25 dataset).

```
20
Properties=species:S:1:pos:R:3:nbo_charge:R:1
S 1.19 1.21 -0.55 -0.0873
N -2.36 -0.76 -0.90 -0.3658
C -1.00 1.05 -2.05 -0.4609
C -1.21 -0.36 -1.58 -0.2991
C 1.20 -0.48 2.39 -0.6092
C 1.68 -1.73 1.70 -0.6120
C -0.46 1.88 -0.91 -0.5520
H -1.22 -0.98 -2.50 0.2548
H 0.47 0.07 1.79 0.2057
H -0.16 1.06 -2.76 0.2379
H -1.85 1.54 -2.55 0.2160
H -2.90 0.08 -0.64 0.3164
H -0.97 1.65 0.05 0.2123
H -0.38 -0.64 -0.86 0.2886
H 2.03 0.24 2.44 0.2067
H 2.46 -2.23 2.28 0.2016
H 0.87 -0.63 3.42 0.1995
H 2.19 -1.48 0.77 0.2059
H 0.90 -2.47 1.48 0.1999
H -0.49 2.96 -1.02 0.2410
```

Values from the calculation:
Orbital gap = 0.181 Eh

Model Q:
# C5H13NS

2 unconnected molecules or ions with the total composition C5H13NS (ωB97M-V/def2-TZVPD, the OMol25 dataset).

```
20
Properties=species:S:1:pos:R:3:nbo_charge:R:1
S -3.86 0.87 -0.18 0.1113
N 0.52 1.46 0.75 -0.8551
C -0.37 -0.57 -0.13 -0.6205
C 1.74 -0.50 1.11 -0.6143
C 0.89 0.21 0.14 0.0793
C -4.59 -0.45 -0.69 -0.5052
C 1.79 0.52 -1.08 -0.6071
H -5.64 -0.77 -0.30 0.2047
H -1.23 0.09 -0.49 0.2340
H -0.28 -1.45 -0.66 0.2077
H 1.20 2.19 0.85 0.3663
H 2.23 -1.43 0.80 0.2048
H -3.96 -1.20 -1.24 0.1983
H 2.75 0.99 -0.88 0.2142
H 2.53 0.21 1.53 0.2072
H 1.93 -0.42 -1.56 0.2050
H 1.22 -0.94 2.04 0.1976
H 0.07 1.34 1.65 0.3546
H -0.70 -0.80 0.84 0.2015
H 1.06 1.09 -1.78 0.2159
```

Values from the calculation:
SMILES string = CC(C)(C)N.C=S
Orbital gap = 0.308 Eh

From most stable to least stable, the computed energies give model Q, model P.

Model P:
# C5H13NS

A single C5H13NS molecule (ωB97M-V/def2-TZVPD, the OMol25 dataset).

```
20
Properties=species:S:1:pos:R:3:nbo_charge:R:1
S -0.73 3.14 0.92 -0.0595
N 0.79 -1.40 -0.03 -0.6593
C -0.31 -0.59 0.44 -0.0382
C -0.53 0.62 -0.53 -0.4382
C 0.18 1.88 -0.10 -0.4987
C 2.14 -0.95 -0.13 -0.4002
C -1.60 -1.41 0.42 -0.6100
H -0.12 -0.22 1.45 0.1842
H 0.45 -2.17 -0.59 0.3705
H -1.58 -2.35 0.98 0.2153
H 2.81 -1.80 -0.28 0.2082
H -2.34 -0.78 0.90 0.2163
H -1.91 -1.64 -0.60 0.1994
H -1.80 2.96 0.14 0.1124
H 2.42 -0.48 0.82 0.1863
H -1.58 0.82 -0.75 0.2073
H -0.12 0.29 -1.49 0.2162
H 1.18 1.76 0.30 0.2199
H 2.30 -0.18 -0.90 0.1573
H 0.37 2.49 -0.99 0.2108
```

Values from the calculation:
SMILES string = CN[C@H](C)CCS
Orbital gap = 0.340 Eh

Model Q:
# C5H13NS

A single C5H13NS molecule (ωB97M-V/def2-TZVPD, the OMol25 dataset).

```
20
Properties=species:S:1:pos:R:3:nbo_charge:R:1
S -0.53 -1.92 2.04 -0.0612
N 0.53 1.41 -0.43 -0.6203
C -0.83 -0.66 -0.47 -0.4183
C 0.28 1.99 0.91 -0.4126
C -1.46 -0.86 0.90 -0.5128
C 0.58 -0.03 -0.48 -0.0621
C 1.31 -0.45 -1.76 -0.6015
H 0.92 1.56 1.67 0.1700
H -0.83 -1.58 -1.05 0.2103
H 1.44 1.81 -0.67 0.3521
H -0.76 1.85 1.17 0.1837
H 0.67 -0.39 -2.64 0.2103
H -1.46 0.10 -0.97 0.2190
H 2.18 0.21 -1.90 0.1989
H -1.60 0.10 1.39 0.2111
H -2.44 -1.33 0.75 0.2259
H -1.38 -2.95 2.01 0.1238
H 1.12 -0.52 0.36 0.1668
H 1.79 -1.42 -1.67 0.2151
H 0.48 3.06 0.85 0.2016
```

Values from the calculation:
SMILES string = CN[C@H](C)CCS
Orbital gap = 0.360 Eh

Model R:
# C5H13NS

A single C5H13NS molecule (ωB97M-V/def2-TZVPD, the OMol25 dataset).

```
20
Properties=species:S:1:pos:R:3:nbo_charge:R:1
S 0.76 0.66 -2.48 -0.0820
N -0.44 -0.65 1.33 -0.6437
C 1.47 -1.53 -0.05 -0.5985
C -0.55 0.47 2.28 -0.2232
C -0.34 0.04 -1.12 -0.5115
C 0.42 -0.37 0.13 -0.0619
C -1.99 0.88 2.46 -0.6177
H 1.21 -2.06 -1.04 0.1837
H -2.69 0.41 1.45 0.1968
H -2.05 2.05 2.72 0.2179
H 0.84 -0.45 -3.36 0.1440
H -0.65 -0.93 -1.50 0.2135
H 1.44 -2.19 0.72 0.2176
H 2.52 -1.20 -0.12 0.2114
H -1.27 -1.15 1.09 0.3624
H -2.42 0.49 3.38 0.2145
H -0.11 -0.05 3.27 0.1764
H -1.21 0.61 -0.89 0.2279
H 0.08 1.22 2.08 0.1900
H 1.06 0.35 0.37 0.1824
```

Values from the calculation:
SMILES string = CCN[C@@H](C)CS
Orbital gap = 0.341 Eh

Model S:
# C5H13NS

A single C5H13NS molecule (ωB97M-V/def2-TZVPD, the OMol25 dataset).

```
20
Properties=species:S:1:pos:R:3:nbo_charge:R:1
S -0.05 -3.18 -2.94 -0.0398
N -0.44 -0.06 -0.18 -0.6354
C 0.60 1.50 1.45 -0.3841
C -0.27 0.24 1.24 -0.2073
C 0.44 -1.78 -1.82 -0.5209
C -0.13 2.82 1.10 -0.6203
C -0.70 -1.34 -0.87 -0.2271
H 0.71 3.52 1.11 0.2102
H 0.75 1.45 2.54 0.2007
H 0.26 -0.53 1.90 0.1580
H -0.59 2.65 0.13 0.2178
H 0.04 -4.09 -1.93 0.1228
H -1.24 0.44 1.70 0.1842
H -1.00 -2.21 -0.22 0.1859
H 1.55 1.41 0.90 0.1908
H 1.41 -1.89 -1.32 0.2132
H -1.54 -1.12 -1.52 0.1955
H 0.49 0.10 -0.56 0.3366
H -0.92 3.03 1.83 0.2050
H 0.62 -0.96 -2.54 0.2142
```

Values from the calculation:
SMILES string = CCCNCCS
Orbital gap = 0.359 Eh

From most stable to least stable, the computed energies give model Q, model P, model S, model R.